This record from the Open Molecules 2025 dataset describes C38H54F5OOsP3Si as an isolated structure at a distorted geometry. The level of theory is ωB97M-V with the def2-TZVPD basis set.

The geometry in XYZ format:
```
103
Properties=species:S:1:pos:R:3:forces:R:3:lowdin_charge:R:1
Os 0.0000 0.0000 0.0000 -7.115 -5.315 -13.689 1.23
C -4.9988 0.4102 1.8705 -0.472 -0.305 -0.240 -0.10
C -3.5454 0.8486 1.7316 -0.123 0.599 0.029 -0.47
C -3.0898 1.5235 3.0278 0.307 0.093 0.256 -0.10
P -2.2839 -0.3367 1.0406 -2.689 -3.318 -1.195 1.05
C -1.9629 -1.5439 2.4110 0.179 -0.249 0.625 -0.48
C -0.8717 -0.9923 3.3462 0.167 0.337 0.445 -0.10
C -3.1084 -2.0656 3.2646 -0.411 -0.197 0.192 -0.11
C -3.1727 -1.2101 -0.3232 -0.872 -0.574 -0.329 -0.32
C -4.3216 -1.9874 -0.1032 -0.159 -0.010 -0.380 -0.11
C -5.0016 -2.6185 -1.1486 0.206 0.133 0.244 -0.07
C -4.5445 -2.4908 -2.4503 0.135 0.033 -0.113 -0.08
C -3.3975 -1.7445 -2.7041 -0.128 -0.063 0.611 -0.09
C -2.6919 -1.1064 -1.6597 -1.722 -0.899 -0.254 -0.29
Si -1.1308 -0.2713 -2.0239 0.978 0.617 1.231 0.50
C -1.0948 1.4321 -2.6947 -0.506 1.187 -1.334 -0.28
C -1.3975 1.6521 -4.0567 0.318 0.433 0.296 -0.10
C -1.1747 2.8883 -4.6619 -0.036 -0.156 -0.055 -0.09
C -0.6378 3.9299 -3.9208 0.042 -0.048 0.191 -0.08
C -0.3831 3.7544 -2.5609 -0.314 -0.267 -0.365 -0.09
C -0.6507 2.5341 -1.9147 -0.119 1.060 -0.853 -0.33
P -0.5512 2.4096 -0.0752 0.085 2.353 -5.768 1.07
C -1.6850 3.7751 0.4776 -0.831 0.692 0.350 -0.47
C -1.1957 5.2096 0.6151 0.259 0.572 0.356 -0.11
C -2.9771 3.8166 -0.3677 0.013 -0.248 -0.270 -0.11
C 1.2080 2.7028 0.3590 1.366 8.240 -7.717 -0.43
C 2.1707 2.1090 -0.6809 1.509 2.485 -3.129 -0.04
C 1.6865 4.1027 0.6986 -1.258 4.722 -5.016 -0.12
C 0.2667 -1.3124 -2.6259 0.255 -0.784 -1.751 -0.28
C 0.6865 -1.2007 -3.9726 0.319 -0.183 0.298 -0.08
C 1.8148 -1.8631 -4.4492 -0.082 0.204 0.063 -0.09
C 2.5578 -2.6488 -3.5860 -0.037 0.026 0.265 -0.08
C 2.1531 -2.7897 -2.2584 0.012 0.020 -0.263 -0.09
C 1.0016 -2.1599 -1.7545 0.632 -0.788 -0.983 -0.34
P 0.4226 -2.4252 -0.0478 -0.141 -1.567 -1.441 1.05
C -0.0639 -4.2250 0.0460 -0.365 -0.810 -0.419 -0.50
C 0.7649 -5.2269 -0.7546 0.337 -0.244 -0.128 -0.12
C -1.5297 -4.4183 -0.3521 -0.236 0.090 0.157 -0.12
C 1.8405 -2.2858 1.1242 3.484 -4.090 0.337 -0.52
C 2.5457 -0.9390 0.9963 6.368 -3.446 -0.167 -0.09
C 2.8735 -3.3998 1.2010 0.517 -0.968 -0.107 -0.10
H -5.5995 1.2133 2.3145 0.238 0.018 0.012 0.09
H -5.1288 -0.4689 2.5026 0.022 0.040 -0.037 0.06
H -5.4513 0.2064 0.8957 0.104 -0.096 0.130 0.07
H -3.5770 1.6347 0.9803 0.208 0.131 -0.228 0.07
H -3.2508 0.8871 3.9020 0.023 -0.011 -0.108 0.07
H -3.6670 2.4400 3.1986 0.018 -0.134 -0.114 0.09
H -2.0324 1.8044 3.0065 -0.349 -0.036 0.153 0.05
H -1.5353 -2.4290 1.9408 0.105 0.077 -0.437 0.07
H -1.2615 -0.2457 4.0439 -0.155 -0.118 -0.012 0.08
H -0.0458 -0.5269 2.7991 -0.504 -0.484 0.842 0.04
H -0.4495 -1.8015 3.9536 -0.131 -0.003 -0.076 0.09
H -3.5927 -1.2820 3.8502 0.025 -0.007 -0.075 0.06
H -2.7301 -2.7999 3.9870 0.085 0.123 -0.107 0.09
H -3.8676 -2.5847 2.6806 -0.062 0.046 -0.014 0.06
H -4.7308 -2.1164 0.8897 0.121 0.092 0.012 0.08
H -5.8889 -3.2090 -0.9382 0.119 0.065 0.010 0.11
H -5.0666 -2.9836 -3.2654 0.041 0.062 0.084 0.10
H -3.0406 -1.6889 -3.7321 0.053 0.086 0.198 0.10
H -1.7850 0.8452 -4.6776 0.029 0.041 0.172 0.10
H -1.3959 3.0257 -5.7167 0.011 -0.012 0.112 0.10
H -0.4349 4.8875 -4.3920 0.009 -0.106 0.045 0.10
H 0.0169 4.5985 -2.0112 -0.013 -0.099 0.116 0.09
H -1.9809 3.4770 1.4869 -0.026 -0.141 -0.064 0.07
H -0.6827 5.5822 -0.2719 -0.011 -0.063 0.066 0.06
H -0.5464 5.3329 1.4825 0.071 -0.003 -0.233 0.06
H -2.0399 5.8871 0.7971 -0.083 -0.215 -0.105 0.08
H -2.8444 4.4137 -1.2771 0.122 -0.146 0.127 0.08
H -3.7857 4.2871 0.2040 0.185 -0.061 0.052 0.08
H -3.3294 2.8310 -0.6841 0.082 0.004 -0.031 0.06
H 1.3464 2.1191 1.2781 5.068 7.090 -4.724 -0.01
H 2.2287 2.7315 -1.5807 0.167 0.211 0.014 0.10
H 1.8838 1.1006 -0.9913 0.541 0.956 -1.553 0.08
H 3.1850 2.0455 -0.2695 -0.033 0.159 0.091 0.11
H 1.4688 4.8260 -0.0907 -0.022 0.104 -0.656 0.08
H 2.7722 4.1152 0.8543 -0.126 0.353 -0.809 0.12
H 1.2570 4.4441 1.6433 -1.003 2.848 -2.537 0.09
H 0.1518 -0.5677 -4.6772 -0.074 -0.051 0.245 0.09
H 2.1189 -1.7478 -5.4853 -0.056 -0.023 0.086 0.10
H 3.4473 -3.1607 -3.9410 -0.079 0.039 0.083 0.10
H 2.7593 -3.4321 -1.6332 -0.145 0.077 0.123 0.08
H 0.0107 -4.5006 1.1054 0.151 0.274 0.041 0.11
H 0.6282 -5.0988 -1.8337 0.008 0.111 0.150 0.08
H 0.4501 -6.2503 -0.5173 -0.071 0.107 0.039 0.08
H 1.8325 -5.1761 -0.5379 -0.051 0.052 -0.059 0.05
H -1.7179 -4.0972 -1.3816 0.008 0.060 0.080 0.08
H -2.1988 -3.8697 0.3132 -0.032 0.110 -0.148 0.05
H -1.8167 -5.4736 -0.2775 0.153 0.065 -0.047 0.08
H 1.3597 -2.2879 2.1098 0.500 -1.150 0.123 0.13
H 3.0610 -0.8370 0.0354 -0.026 0.008 -0.291 0.12
H 3.2936 -0.8108 1.7869 0.099 -0.172 0.129 0.12
H 1.8316 -0.1185 1.0959 4.062 -1.864 1.530 -0.06
H 3.4722 -3.4930 0.2942 0.071 -0.109 -0.046 0.06
H 2.4162 -4.3670 1.4260 0.059 -0.041 -0.098 0.06
H 3.5788 -3.2021 2.0178 -0.120 0.094 -0.074 0.08
O 0.8150 -0.8621 1.2654 -7.175 0.777 7.851 -0.68
F -0.7241 0.9148 1.4443 -6.136 1.306 12.019 -0.40
C 0.5363 1.4004 1.5109 -1.382 2.796 10.297 -0.62
F 1.4627 0.9516 0.6339 4.454 -6.058 -1.190 -0.32
C 0.9082 2.3841 2.5589 -2.179 -1.740 4.265 -0.48
F -0.1363 3.1781 2.9109 -0.181 0.725 0.899 0.15
F 1.3389 1.7777 3.6953 -0.086 0.405 0.508 0.16
F 1.9064 3.2118 2.1545 3.426 -5.935 13.190 0.00
```
Positions in Å, forces in eV/Å.

- total charge = 0
- Kohn-Sham gap (spin up / spin down) (Ha) = 0.1938 / 0.2098
- 2S+1 = 5

---

This record from the Open Molecules 2025 dataset describes a 2-piece molecular cluster, C4H8FN2 overall at a distorted geometry. The level of theory is ωB97M-V with the def2-TZVPD basis set.

The geometry in XYZ format:
```
15
Properties=species:S:1:pos:R:3:forces:R:3:lowdin_charge:R:1
C -1.6063 -0.3950 0.2170 0.929 1.917 0.869 -0.30
C 2.7137 0.8880 -0.0217 3.089 4.357 0.335 -0.04
C 1.8065 -0.1605 0.4026 -2.691 -3.202 0.629 -0.03
C 1.6807 0.4692 -0.8777 -1.957 -0.059 0.020 -0.06
N -2.5707 0.2161 0.9341 0.234 -1.035 0.032 0.05
N -2.0249 -1.1103 -0.8035 -3.479 -1.318 0.718 0.04
F 0.9584 0.6569 -1.9238 1.451 -0.388 1.622 0.28
H 2.7477 1.8568 0.5938 -0.432 -1.035 -1.319 0.18
H 3.7442 0.7591 -0.3975 -0.324 -0.562 0.195 0.16
H 2.0812 -1.2330 0.6158 -0.289 1.115 -0.525 0.17
H 0.8844 0.1211 1.0530 0.983 -0.303 -1.015 0.15
H -2.3663 0.5253 1.8713 0.042 0.167 -0.248 0.08
H -3.5569 0.2008 0.6799 0.063 -0.255 0.045 0.10
H -1.4990 -1.2039 -1.6346 0.486 -0.683 -0.401 0.06
H -2.9929 -1.5905 -0.7086 1.897 1.284 -0.956 0.15
```
Positions in Å, forces in eV/Å.

- total charge = +1
- Kohn-Sham gap (spin up / spin down) (Ha) = 0.1820 / 0.1820
- 2S+1 = 1

---

This record from the Open Molecules 2025 dataset describes one molecule with the formula C5H6N2O at a distorted geometry. The level of theory is ωB97M-V with the def2-TZVPD basis set.

The geometry in XYZ format:
```
14
Properties=species:S:1:pos:R:3:forces:R:3:lowdin_charge:R:1
N 3.3057 -0.4459 -0.2040 -11.532 -5.285 0.770 0.08
C 2.0571 -0.9461 -0.1215 10.235 5.632 -0.966 -0.08
C 0.6061 -0.6978 -0.1780 0.741 -5.403 3.362 -0.26
C -0.4228 -1.4984 0.4457 2.040 6.761 -6.350 0.02
N -1.5848 -0.8145 -0.0815 -4.131 -0.540 6.715 -0.07
C -1.4071 0.6310 -0.3794 5.435 -2.321 0.512 -0.08
C 0.2601 0.6819 -0.3741 -0.693 2.230 -1.118 -0.28
O 0.9381 1.3958 0.7560 0.719 0.818 -2.193 -0.09
H -0.5092 -2.4427 0.8387 0.034 -1.910 0.946 0.09
H -2.2038 -0.6670 0.9811 1.346 -1.318 -4.105 0.21
H -1.6301 1.1170 0.4880 -1.117 1.938 1.900 0.07
H -1.8934 0.9762 -1.2447 -0.376 0.223 -1.093 0.10
H 0.5908 1.0493 -1.3766 0.056 0.068 0.962 0.15
H 1.8933 1.6611 0.4502 -2.757 -0.894 0.657 0.13
```
Positions in Å, forces in eV/Å.

- total charge = 0
- structure (SMILES) = N#CC1=CNC[C@H]1O
- Kohn-Sham gap (Ha) = 0.3189
- 2S+1 = 1

---

Computed values of relative energy (zero: lowest compared OMol25 entry of this formula, charge and spin) (unit: kJ/mol) for the preceding records, in sequence: 615.80; 585.50; 522.65.